(1)
The following is a DFT calculation (the ωB97M-V functional and the def2-TZVPD basis) of an isolated ion of composition C3H4NO3 and charge -1 at a distorted geometry.

Positions of all 11 atoms, in Å:
1 C 0.695 -0.571 -0.435
2 C 1.508 -0.323 0.601
3 C -0.692 -0.791 -0.006
4 N 0.340 -0.273 1.928
5 O 0.835 0.882 2.537
6 O -0.863 -0.053 1.143
7 O 2.599 0.069 1.017
8 H 0.967 -0.647 -1.406
9 H -1.405 -0.554 -0.764
10 H -0.773 -1.939 0.094
11 H 1.859 0.848 2.147

Its frontier orbital gap is 7.493 eV. Its total charge is -1. Its SMILES is [O-]C1=CCON1O.

Per-atom Mulliken charges, elementary charge units:
1 C -0.85
2 C 0.35
3 C -0.18
4 N -0.25
5 O -0.47
6 O -0.21
7 O -0.74
8 H 0.57
9 H 0.33
10 H 0.09
11 H 0.36

(2)
The following is a DFT calculation (the ωB97M-V functional and the def2-TZVPD basis) of a single CH7N2O2P molecule at a distorted geometry.

Positions of all 13 atoms, in Å:
1 C -1.670 0.149 0.420
2 N 0.853 0.996 -1.728
3 N 0.707 -0.469 1.709
4 O 0.301 -1.843 -1.248
5 O 0.893 0.756 -0.317
6 P 0.092 -0.475 0.155
7 H -1.523 1.200 0.670
8 H -2.090 -0.115 -0.623
9 H -2.122 -0.460 1.156
10 H 0.719 0.041 -2.099
11 H 1.545 1.666 -2.039
12 H 1.686 -0.287 1.558
13 H 0.610 -1.161 2.386

Its frontier orbital gap is 9.692 eV. Its total charge is 0. Its SMILES is C[P@@](N)(=O)ON.

Per-atom Mulliken charges, elementary charge units:
1 C -0.92
2 N -0.44
3 N -0.48
4 O -0.74
5 O -0.28
6 P 0.84
7 H 0.32
8 H 0.26
9 H 0.38
10 H 0.31
11 H 0.24
12 H 0.27
13 H 0.25

(3)
The following is a DFT calculation (the ωB97M-V functional and the def2-TZVPD basis) of C24H49CrN2O6P2 as an isolated structure.

Positions of all 84 atoms, in Å:
1 Cr 0.240 -0.292 0.250
2 C 0.097 1.668 1.113
3 C 1.352 1.598 0.457
4 C 2.127 0.604 1.094
5 C 1.363 0.062 2.148
6 C 0.106 0.708 2.164
7 H -0.728 2.309 0.850
8 H 1.657 2.170 -0.405
9 H 3.119 0.297 0.801
10 H 1.667 -0.742 2.800
11 H -0.710 0.502 2.837
12 C -0.535 -3.715 -4.760
13 C -0.014 -2.331 -5.071
14 C -0.946 -1.509 -5.932
15 O 0.314 -1.657 -3.788
16 P -0.515 -0.740 -2.862
17 O 0.373 -0.400 -1.684
18 C -2.006 -1.581 -2.314
19 P -2.803 -0.744 -0.932
20 O -1.800 -0.353 0.104
21 O -3.546 0.531 -1.432
22 C -4.772 0.500 -2.267
23 C -5.829 1.286 -1.529
24 C -4.428 1.080 -3.618
25 O -3.833 -1.815 -0.459
26 C -4.695 -1.605 0.732
27 C -4.038 -2.294 1.906
28 C -6.055 -2.157 0.384
29 O -1.083 0.500 -3.593
30 C -0.422 1.783 -3.943
31 C 1.038 1.584 -4.281
32 C -0.666 2.743 -2.802
33 H -0.608 -4.284 -5.686
34 H -1.531 -3.677 -4.316
35 H 0.140 -4.244 -4.089
36 H 0.964 -2.397 -5.542
37 H -1.938 -1.417 -5.485
38 H -1.062 -2.016 -6.889
39 H -0.552 -0.513 -6.126
40 H -1.721 -2.578 -1.968
41 H -2.703 -1.687 -3.148
42 H -5.074 -0.547 -2.362
43 H -5.500 2.315 -1.385
44 H -6.050 0.850 -0.555
45 H -6.749 1.298 -2.113
46 H -4.107 2.118 -3.514
47 H -5.314 1.059 -4.252
48 H -3.635 0.519 -4.112
49 H -4.749 -0.528 0.906
50 H -3.927 -3.360 1.699
51 H -4.661 -2.181 2.793
52 H -3.062 -1.856 2.118
53 H -5.990 -3.226 0.177
54 H -6.478 -1.657 -0.487
55 H -6.734 -2.009 1.224
56 H -0.976 2.093 -4.827
57 H 1.605 1.251 -3.410
58 H 1.452 2.536 -4.612
59 H 1.173 0.864 -5.087
60 H -0.135 2.411 -1.909
61 H -1.728 2.815 -2.573
62 H -0.300 3.733 -3.075
63 C 2.172 -5.488 3.092
64 C 1.531 -5.429 1.714
65 N 0.565 -4.326 1.575
66 C -0.744 -4.518 2.212
67 C -0.923 -3.736 3.509
68 C 0.867 -3.180 0.972
69 C 2.241 -2.992 0.400
70 N 0.002 -2.195 0.832
71 H 2.910 -6.289 3.118
72 H 1.435 -5.695 3.868
73 H 2.675 -4.552 3.336
74 H 0.990 -6.352 1.506
75 H 2.289 -5.335 0.942
76 H -0.839 -5.583 2.412
77 H -1.529 -4.273 1.491
78 H -0.202 -4.056 4.259
79 H -1.921 -3.916 3.907
80 H -0.803 -2.660 3.371
81 H 2.415 -3.690 -0.420
82 H 3.011 -3.164 1.152
83 H 2.348 -1.985 0.005
84 H -0.919 -2.392 1.203

The spin multiplicity is 2. Its frontier orbital gap (spin up / spin down) is 8.699 / 9.140 eV. Its total charge is +2.

Per-atom Mulliken charges, elementary charge units:
1 Cr -0.09
2 C -0.51
3 C -0.50
4 C -0.70
5 C -0.35
6 C -0.41
7 H 0.53
8 H 0.60
9 H 0.54
10 H 0.61
11 H 0.46
12 C -1.31
13 C 0.41
14 C -1.05
15 O -0.31
16 P 0.31
17 O -0.54
18 C -0.42
19 P -0.28
20 O 0.15
21 O -0.21
22 C 0.69
23 C -1.57
24 C -1.01
25 O -0.29
26 C 0.77
27 C -1.22
28 C -1.58
29 O 0.17
30 C 0.54
31 C -1.26
32 C -1.02
33 H 0.47
34 H 0.23
35 H 0.35
36 H 0.35
37 H 0.22
38 H 0.51
39 H 0.22
40 H 0.72
41 H 0.60
42 H 0.38
43 H 0.35
44 H 0.34
45 H 0.43
46 H 0.26
47 H 0.49
48 H 0.07
49 H 0.36
50 H 0.28
51 H 0.53
52 H 0.04
53 H 0.37
54 H 0.36
55 H 0.42
56 H 0.36
57 H 0.20
58 H 0.51
59 H 0.29
60 H -0.13
61 H 0.11
62 H 0.55
63 C -1.06
64 C -0.79
65 N 0.26
66 C -0.96
67 C -0.72
68 C 1.34
69 C -1.81
70 N 0.62
71 H 0.41
72 H 0.31
73 H 0.27
74 H 0.42
75 H 0.41
76 H 0.40
77 H 0.43
78 H 0.36
79 H 0.37
80 H 0.06
81 H 0.54
82 H 0.39
83 H 0.01
84 H -0.66

(4)
The following is a DFT calculation (the ωB97M-V functional and the def2-TZVPD basis) of C19H22BeN2Te as an isolated structure at a distorted geometry.

Positions of all 45 atoms, in Å:
1 C -0.107 -3.047 -2.698
2 C -0.573 -3.929 -1.544
3 H -0.963 -2.686 -3.271
4 H 0.527 -3.644 -3.360
5 H 0.485 -2.179 -2.426
6 H -1.235 -3.429 -0.835
7 H -1.130 -4.769 -1.966
8 H 0.259 -4.351 -0.981
9 C -0.765 2.054 -1.009
10 C -1.240 3.346 -1.212
11 C -2.210 3.882 -0.357
12 C -2.673 3.094 0.699
13 H -0.047 1.557 -1.666
14 H -0.849 3.909 -2.054
15 H -2.584 4.893 -0.487
16 H -3.445 3.426 1.386
17 N -1.170 1.310 0.045
18 C -2.099 1.845 0.914
19 C -2.385 0.976 2.052
20 N -1.674 -0.204 2.011
21 C -1.755 -1.080 3.038
22 C -3.255 0.393 4.212
23 C -2.506 -0.789 4.175
24 H -1.188 -2.013 2.915
25 H -2.515 -1.496 5.000
26 C -3.239 1.259 3.117
27 H -3.833 2.172 3.067
28 H -3.836 0.657 5.089
29 Be -0.670 -0.135 0.700
30 C 0.332 -1.551 0.071
31 H -0.754 -1.291 -0.179
32 H 0.349 -2.583 0.440
33 H 0.870 -1.511 -0.873
34 Te 1.733 -0.429 1.389
35 C 3.019 0.142 -0.199
36 C 3.677 -0.846 -0.951
37 C 4.536 -0.463 -1.989
38 C 4.748 0.892 -2.261
39 C 4.082 1.875 -1.516
40 C 3.209 1.504 -0.485
41 H 3.499 -1.896 -0.720
42 H 5.034 -1.224 -2.592
43 H 5.442 1.191 -3.048
44 H 4.242 2.931 -1.745
45 H 2.660 2.239 0.099

Its frontier orbital gap (spin up / spin down) is 3.743 / 3.731 eV. Its total charge is 0.

Per-atom Mulliken charges, elementary charge units:
1 C -0.80
2 C -0.72
3 H 0.26
4 H 0.30
5 H 0.31
6 H 0.24
7 H 0.35
8 H 0.25
9 C 0.07
10 C -0.76
11 C -0.49
12 C -0.79
13 H 0.43
14 H 0.36
15 H 0.40
16 H 0.29
17 N -0.04
18 C 0.41
19 C 0.49
20 N 0.12
21 C 0.01
22 C -0.47
23 C -0.77
24 H 0.35
25 H 0.35
26 C -0.75
27 H 0.28
28 H 0.40
29 Be -0.84
30 C -0.63
31 H 0.45
32 H 0.79
33 H -0.03
34 Te 0.28
35 C 0.05
36 C -0.24
37 C -0.54
38 C -0.37
39 C -0.57
40 C -0.37
41 H 0.43
42 H 0.36
43 H 0.37
44 H 0.36
45 H 0.41

(5)
The following is a DFT calculation (the ωB97M-V functional and the def2-TZVPD basis) of a 10-piece molecular cluster, C38H76O14 overall at a distorted geometry.

Positions of all 128 atoms, in Å:
1 C -0.052 -1.320 -1.418
2 C 0.673 -0.055 -0.980
3 C 0.071 0.280 0.385
4 O -0.508 -0.938 0.803
5 C -1.100 -1.582 -0.351
6 H 0.661 -2.140 -1.499
7 H -0.466 -1.173 -2.420
8 H 0.666 0.817 -1.639
9 H 1.741 -0.243 -0.841
10 H -0.727 1.029 0.296
11 H 0.853 0.702 1.016
12 H -2.069 -1.090 -0.480
13 H -1.262 -2.651 -0.225
14 C -4.640 0.873 -1.546
15 C -4.281 2.068 -0.687
16 C -5.663 2.804 -0.633
17 O -6.488 2.288 -1.673
18 C -5.729 1.386 -2.457
19 H -5.024 0.065 -0.918
20 H -3.757 0.548 -2.103
21 H -3.624 2.794 -1.172
22 H -3.826 1.865 0.279
23 H -5.482 3.876 -0.731
24 H -6.139 2.647 0.336
25 H -5.207 1.816 -3.330
26 H -6.397 0.657 -2.917
27 C -1.170 -0.329 6.117
28 C -1.633 -0.849 4.774
29 C -1.743 0.428 3.929
30 O -1.226 1.499 4.766
31 C -0.365 0.862 5.695
32 H -0.762 -1.079 6.793
33 H -2.058 0.098 6.597
34 H -2.512 -1.490 4.843
35 H -0.857 -1.488 4.338
36 H -2.779 0.563 3.604
37 H -1.232 0.364 2.967
38 H -0.144 1.530 6.534
39 H 0.666 0.642 5.383
40 C -2.301 4.403 -4.872
41 C -0.798 4.163 -4.850
42 C -0.724 3.254 -3.635
43 O -1.609 3.883 -2.702
44 C -2.602 4.635 -3.361
45 H -2.926 3.567 -5.194
46 H -2.566 5.286 -5.456
47 H -0.326 5.125 -4.643
48 H -0.418 3.776 -5.794
49 H 0.265 3.239 -3.175
50 H -1.095 2.238 -3.796
51 H -2.467 5.717 -3.258
52 H -3.643 4.346 -3.206
53 C -2.056 -5.020 2.220
54 C -1.144 -4.637 3.394
55 C -0.460 -5.917 3.822
56 O -1.441 -6.928 3.551
57 C -2.085 -6.556 2.347
58 H -1.804 -4.665 1.223
59 H -3.053 -4.644 2.454
60 H -1.724 -4.244 4.229
61 H -0.454 -3.845 3.088
62 H -0.173 -5.958 4.872
63 H 0.478 -6.093 3.278
64 H -3.132 -6.847 2.246
65 H -1.552 -7.060 1.531
66 C 0.382 -6.931 -1.661
67 C -1.010 -7.570 -1.912
68 C -1.950 -6.404 -1.555
69 O -1.181 -5.233 -1.437
70 C 0.162 -5.543 -1.056
71 H 0.875 -6.809 -2.623
72 H 1.002 -7.497 -0.963
73 H -1.207 -8.472 -1.341
74 H -1.016 -7.822 -2.970
75 H -2.470 -6.645 -0.620
76 H -2.741 -6.201 -2.276
77 H 0.230 -5.418 0.037
78 H 0.835 -4.734 -1.355
79 C 4.028 -2.034 -1.270
80 C 4.750 -3.331 -1.426
81 C 6.238 -2.922 -1.489
82 O 6.313 -1.556 -1.069
83 C 5.057 -1.204 -0.487
84 H 3.127 -2.108 -0.656
85 H 3.774 -1.612 -2.244
86 H 4.492 -3.871 -2.337
87 H 4.619 -3.973 -0.553
88 H 6.624 -3.059 -2.499
89 H 6.802 -3.569 -0.813
90 H 4.781 -0.155 -0.573
91 H 5.054 -1.547 0.552
92 C 3.819 0.816 -4.801
93 C 2.333 0.695 -4.484
94 C 1.762 0.584 -5.927
95 O 2.653 1.303 -6.772
96 C 3.864 1.617 -6.075
97 H 4.232 -0.182 -4.960
98 H 4.289 1.261 -3.922
99 H 1.846 1.464 -3.886
100 H 2.195 -0.246 -3.947
101 H 0.798 1.086 -6.018
102 H 1.672 -0.486 -6.126
103 H 3.856 2.670 -5.759
104 H 4.719 1.497 -6.736
105 C 3.585 5.360 3.342
106 O 3.296 4.007 3.659
107 C 3.257 3.655 4.935
108 O 3.452 4.391 5.860
109 O 3.025 2.355 5.098
110 C 2.863 1.488 3.962
111 H 3.516 5.444 2.264
112 H 4.560 5.677 3.714
113 H 2.860 6.015 3.827
114 H 3.803 1.446 3.410
115 H 2.013 1.783 3.359
116 H 2.799 0.509 4.430
117 C -0.337 6.003 4.742
118 O -1.210 5.686 3.690
119 C -0.846 5.426 2.466
120 O 0.259 5.611 1.988
121 O -1.861 4.881 1.805
122 C -1.746 4.736 0.376
123 H -0.810 5.771 5.691
124 H -0.135 7.078 4.810
125 H 0.637 5.539 4.589
126 H -1.080 5.501 -0.011
127 H -2.780 4.742 0.050
128 H -1.330 3.744 0.203

Its frontier orbital gap is 9.936 eV. Its total charge is 0. Its SMILES is COC(=O)OC.COC(=O)OC.C1CCOC1.C1CCOC1.C1CCOC1.C1CCOC1.C1CCOC1.C1CCOC1.C1CCOC1.C1CCOC1.

These are the Mulliken partial charges, in e, on atoms 1 to 99:
1 C 0.22
2 C 0.59
3 C -0.18
4 O -0.37
5 C 0.39
6 H -0.39
7 H 0.42
8 H -0.26
9 H -0.42
10 H 0.00
11 H 0.32
12 H 0.00
13 H -0.31
14 C -0.35
15 C 0.62
16 C -0.65
17 O -0.43
18 C -0.45
19 H 0.27
20 H 0.20
21 H -0.75
22 H 0.38
23 H 0.32
24 H 0.36
25 H 0.14
26 H 0.34
27 C -0.62
28 C -0.20
29 C 0.24
30 O -0.38
31 C -0.03
32 H 0.36
33 H 0.27
34 H 0.39
35 H -0.04
36 H 0.26
37 H -0.40
38 H 0.36
39 H -0.20
40 C -0.90
41 C -0.41
42 C -0.09
43 O -0.20
44 C -0.31
45 H 0.26
46 H 0.41
47 H 0.30
48 H 0.31
49 H -0.03
50 H 0.11
51 H 0.28
52 H 0.25
53 C 0.16
54 C -0.03
55 C -0.65
56 O -0.46
57 C -0.52
58 H -0.44
59 H 0.40
60 H 0.21
61 H 0.12
62 H 0.36
63 H 0.28
64 H 0.36
65 H 0.23
66 C -0.57
67 C -0.61
68 C -0.26
69 O -0.39
70 C 0.16
71 H 0.29
72 H 0.33
73 H 0.31
74 H 0.26
75 H 0.06
76 H 0.38
77 H 0.06
78 H 0.00
79 C 0.61
80 C -0.74
81 C -0.44
82 O -0.43
83 C -0.56
84 H -0.07
85 H -0.27
86 H 0.33
87 H 0.31
88 H 0.31
89 H 0.27
90 H 0.35
91 H 0.33
92 C -0.64
93 C 0.43
94 C -0.42
95 O -0.42
96 C -0.52
97 H 0.28
98 H 0.40
99 H -0.16